A structure of composition C39H36As2F2NNiO10P, computed with ωB97M-V with the def2-TZVPD basis set.

Properties
Multiplicity: 3
Molecular weight in g/mol: 956.2
Gap between HOMO and LUMO (spin up / spin down) in Eh: 0.2546 / 0.2345

The geometry in XYZ format:
```
92
C39H36As2F2NNiO10P, DFT ωB97M-V with the def2-TZVPD basis set
Ni 0.56 -1.45 1.97
F -2.48 2.46 3.68
C -1.18 2.00 3.53
C -1.05 0.91 2.72
C 0.14 0.22 2.74
C 1.28 0.89 3.21
C 1.08 1.89 4.15
F 2.11 2.20 5.00
C -0.15 2.51 4.31
C 2.59 0.29 2.82
C 3.85 0.84 2.91
C 4.96 0.13 2.48
C 4.77 -1.14 1.96
C 3.46 -1.58 1.78
N 2.40 -0.83 2.12
H -1.93 0.53 2.22
H -0.21 3.32 5.04
H 3.95 1.83 3.37
H 5.92 0.57 2.47
H 5.63 -1.74 1.66
H 3.21 -2.58 1.41
O 0.65 -4.89 -0.10
C 0.46 -4.01 0.74
O 1.15 -2.93 0.86
C -0.73 -4.21 1.72
P -1.25 -2.55 2.33
C -1.73 -2.48 4.03
C -1.09 -3.20 5.07
C -1.17 -2.71 6.37
C -1.98 -1.61 6.73
C -2.72 -1.01 5.72
C -2.60 -1.42 4.40
C -2.78 -2.36 1.44
C -2.70 -1.71 0.21
C -3.84 -1.39 -0.49
C -5.09 -1.71 0.01
C -5.22 -2.45 1.20
C -4.05 -2.78 1.92
H -0.50 -4.94 2.51
H -1.65 -4.60 1.20
H -0.56 -4.14 4.88
H -0.49 -3.03 7.14
H -1.91 -1.18 7.72
H -3.46 -0.26 5.97
H -3.18 -0.98 3.62
H -1.73 -1.43 -0.14
H -3.72 -0.90 -1.44
H -5.92 -1.34 -0.59
H -6.17 -2.76 1.61
H -4.09 -3.47 2.77
C 0.16 -3.57 -3.44
O 0.21 -2.18 -2.97
C -0.19 -1.31 -3.97
O -0.38 -1.60 -5.12
C -0.28 0.06 -3.42
C -0.80 1.15 -4.13
As 0.65 1.88 -5.18
C 0.05 3.72 -5.36
C 1.92 2.32 -3.51
C 2.04 1.33 -2.61
As 0.42 0.54 -1.72
C -0.38 2.26 -1.22
C 3.23 0.74 -1.96
O 3.39 0.83 -0.78
O 4.07 -0.02 -2.69
C 3.99 -0.14 -4.09
C 2.75 3.58 -3.45
O 2.60 4.66 -3.97
O 3.83 3.42 -2.63
C 3.87 4.21 -1.45
C -2.17 1.71 -3.79
O -2.85 1.28 -2.85
O -2.60 2.68 -4.62
C -3.93 3.17 -4.29
H 0.33 -4.29 -2.67
H 0.94 -3.65 -4.22
H -0.83 -3.79 -3.87
H 0.06 4.23 -4.40
H -0.98 3.61 -5.75
H 0.72 4.24 -6.05
H -0.34 2.97 -2.03
H 0.21 2.58 -0.34
H -1.40 2.10 -0.94
H 4.17 0.83 -4.61
H 3.04 -0.59 -4.45
H 4.78 -0.83 -4.33
H 2.88 4.31 -1.01
H 4.29 5.21 -1.59
H 4.58 3.66 -0.79
H -4.38 3.65 -5.21
H -3.85 3.90 -3.46
H -4.61 2.34 -3.98
```

These are the Mulliken partial charges, in e, on atoms 1 to 4:
1. Ni -0.079
2. F -0.382
3. C 0.466
4. C 0.283



A structure of composition C39H36BrMoN5O6P, computed with ωB97M-V with the def2-TZVPD basis set.

Properties
Net charge: +1
Multiplicity: 3
Molecular weight in g/mol: 877.6
Gap between HOMO and LUMO (spin up / spin down) in Eh: 0.2645 / 0.2615

The geometry in XYZ format:
```
89
C39H36BrMoN5O6P, DFT ωB97M-V with the def2-TZVPD basis set
Mo -1.66 -0.38 0.11
O -0.74 -1.81 4.00
C 0.40 -1.13 4.34
C 0.95 -1.38 5.59
C 2.11 -0.73 5.98
C 2.75 0.15 5.11
C 2.19 0.39 3.87
C 1.01 -0.23 3.48
C 0.41 0.16 2.15
O -0.41 -0.82 1.58
N -0.44 1.35 2.32
N -1.22 1.57 1.21
C -1.67 2.75 0.99
C -2.74 3.05 0.04
Br -4.17 1.79 -0.03
C -2.85 4.21 -0.62
C -1.81 5.25 -0.60
C -2.19 6.59 -0.52
C -1.23 7.58 -0.48
C 0.12 7.25 -0.53
C 0.50 5.92 -0.64
C -0.46 4.92 -0.67
H -0.76 -1.78 3.02
H 0.46 -2.09 6.25
H 2.54 -0.93 6.95
H 3.67 0.64 5.40
H 2.69 1.06 3.17
H 1.23 0.38 1.46
H 0.07 2.17 2.64
H -1.29 3.59 1.57
H -3.76 4.41 -1.17
H -3.24 6.85 -0.48
H -1.53 8.62 -0.40
H 0.87 8.03 -0.51
H 1.55 5.66 -0.73
H -0.16 3.89 -0.82
N -3.05 -0.97 1.73
C -3.25 -2.44 1.61
C -3.41 -2.78 0.14
O -4.09 -3.70 -0.26
N -2.69 -1.92 -0.66
C -2.92 -1.95 -2.09
C -2.59 -0.57 -2.63
O -2.78 -0.22 -3.76
O -2.06 0.24 -1.71
H -2.65 -0.72 2.64
H -3.95 -0.49 1.66
H -4.11 -2.79 2.18
H -2.35 -2.94 1.99
H -3.95 -2.20 -2.33
H -2.29 -2.68 -2.61
O 0.03 2.28 -2.79
N 0.31 0.94 -2.81
C 0.04 0.29 -3.86
C 0.26 -1.15 -3.90
C 0.19 -1.76 -5.15
C 0.43 -3.12 -5.30
C 0.75 -3.88 -4.19
C 0.80 -3.30 -2.94
C 0.53 -1.94 -2.75
P 0.59 -1.25 -1.05
C 0.86 -2.69 0.04
C 1.85 -2.67 1.03
C 1.88 -3.63 2.02
C 0.92 -4.63 2.05
C -0.06 -4.68 1.07
C -0.10 -3.70 0.08
C 2.18 -0.35 -0.98
C 2.26 0.99 -0.62
C 3.49 1.63 -0.58
C 4.65 0.93 -0.91
C 4.57 -0.40 -1.30
C 3.34 -1.04 -1.33
H -0.52 2.49 -3.56
H -0.37 0.77 -4.75
H -0.04 -1.15 -6.01
H 0.38 -3.56 -6.28
H 0.95 -4.94 -4.30
H 1.05 -3.91 -2.09
H 2.59 -1.88 1.04
H 2.64 -3.59 2.79
H 0.94 -5.38 2.83
H -0.81 -5.46 1.08
H -0.88 -3.74 -0.66
H 1.36 1.55 -0.41
H 3.55 2.67 -0.30
H 5.61 1.43 -0.89
H 5.46 -0.94 -1.58
H 3.28 -2.07 -1.64
```

These are the Mulliken partial charges, in e, on atoms 1 to 4:
1. Mo -0.487
2. O -0.765
3. C 0.835
4. C -0.755



In order of appearance, electronic energy = -240430.53470 -141944.37595 eV.
In order of appearance, energy above the lowest of the compared OMol25 structures with the same formula, charge and spin = 48.2 13.6 kcal per mole.